Computed, not measured: 2 unconnected molecules or ions with the total composition C3H8NO, with ωB97M-V/def2-TZVPD.

Each line ends with the Löwdin charge.
Element x y z (Å)
O: 0.573 1.072 0.733  -0.08
N: 1.255 -1.542 -0.422  0.21
C: -1.740 0.791 0.461  0.03
C: -0.720 1.615 0.530  -0.21
C: 0.445 -1.819 -1.355  0.17
H: -2.791 1.034 0.413  0.07
H: 1.002 -1.286 0.531  0.14
H: 0.842 1.379 1.590  0.09
H: 0.832 -1.962 -2.353  0.13
H: -1.570 -0.266 0.641  0.05
H: -0.607 -2.006 -1.179  0.12
H: 2.217 -1.347 -0.677  0.16
H: -0.620 2.689 0.430  0.12

Summary:
- LUMO: -0.202 Ha
- Total charge: +1
- Largest force on an atom: 1.2 eV/Å
- Multiplicity: 1
- E: -6769.635 eV
- Kohn-Sham gap: 8.063 eV
- Energy relative to the best compared isomer or geometry (same formula, charge and spin): 1.534 eV